1.
Below is a structure of composition C59H48Cl2N6O2P2STi, with properties calculated with wB97M-V/def2-TZVPD.

**ΔE to the lowest compared entry with this formula, charge and spin**: 0.0 kcal per mole
**E_tot**: -152575.271 eV
**Strongest force on any atom**: 1.89 eV Å⁻¹
**Spin multiplicity**: 1

Cartesian coordinates (Å):
Ti 1.68062 0.19044 -0.71141
C 5.96526 1.07237 -1.06899
C 4.77947 0.34351 -0.81355
N 3.64233 0.69505 -1.32150
C 3.58031 1.76133 -2.18199
C 4.66959 2.58900 -2.42347
C 5.89571 2.20178 -1.81985
C 4.49766 3.73141 -3.25708
C 3.29014 3.95086 -3.83580
C 2.19381 3.05376 -3.65521
C 2.31119 1.97357 -2.83916
N 1.35488 1.01465 -2.49430
C 0.43327 0.41611 -3.33774
C 0.33370 0.53894 -4.69247
C -0.55435 -0.28859 -5.43622
C -1.31996 -1.23220 -4.83612
C -1.23964 -1.39688 -3.42179
C -1.93811 -2.39850 -2.71888
C -1.72659 -2.55759 -1.37811
C -0.84809 -1.68732 -0.71787
N -0.22708 -0.69908 -1.31225
C -0.39105 -0.57179 -2.67173
H 6.90019 0.73520 -0.64224
H 4.77079 -0.51631 -0.15191
H 6.77984 2.81373 -1.97682
H 5.33161 4.40445 -3.42489
H 3.14958 4.82760 -4.45950
H 1.24209 3.25898 -4.13448
H 0.97631 1.23598 -5.21319
H -0.59730 -0.17204 -6.51380
H -1.97053 -1.88018 -5.41133
H -2.62646 -3.04550 -3.25639
H -2.22803 -3.33150 -0.80941
H -0.65876 -1.78708 0.34281
N 2.81808 -3.84537 0.00762
C 2.35519 -4.62840 -1.04428
C 2.15630 -6.00031 -0.87209
C 1.74666 -6.79615 -1.92965
C 1.51268 -6.23629 -3.18011
C 1.69157 -4.87257 -3.35428
C 2.11231 -4.07072 -2.29971
S 2.38933 -2.36714 -2.58568
N 2.22393 -1.73468 -1.00530
C 2.53897 -2.46097 0.09200
C 2.56673 -1.77201 1.28725
C 3.16489 -2.29141 2.48717
C 3.27764 -1.50484 3.56793
C 2.73907 -0.16543 3.51888
C 2.14918 0.27483 2.40412
N 2.05000 -0.46751 1.22553
H 2.86561 -4.31655 0.89134
H 2.34211 -6.44095 0.10329
H 1.61109 -7.86090 -1.77510
H 1.18820 -6.85249 -4.00998
H 1.52482 -4.41829 -4.32734
H 3.55761 -3.30079 2.51206
H 3.76476 -1.87025 4.46422
H 2.81355 0.49507 4.37259
H 1.70975 1.26033 2.37586
C -1.60956 2.31910 3.06303
C -1.29645 2.57294 1.56676
P -2.48513 1.67710 0.47328
C -1.90265 2.12454 -1.21384
C -0.96541 3.11793 -1.48507
C -0.71050 3.51467 -2.79561
C -1.35701 2.89016 -3.85342
C -2.25777 1.85867 -3.59840
C -2.52821 1.48466 -2.28845
C -3.94397 2.78811 0.61436
C -3.92267 4.14869 0.30419
C -5.06031 4.92749 0.46993
C -6.24153 4.35412 0.93761
C -6.27873 3.00086 1.23298
C -5.13033 2.22567 1.07873
C -1.08327 0.98604 3.60499
P -1.10465 -0.39635 2.41222
C -2.79615 -1.15330 2.66960
C -3.61187 -1.41805 1.57206
C -4.90379 -1.91660 1.73632
C -5.39634 -2.16172 3.00959
C -4.57289 -1.95887 4.11326
C -3.28441 -1.46965 3.94058
C -0.25656 -1.70436 3.42768
C 0.29994 -1.52988 4.69296
C 0.88734 -2.59535 5.37471
C 0.94523 -3.85373 4.79488
C 0.41102 -4.04031 3.52366
C -0.17641 -2.97618 2.85477
H -2.68555 2.38679 3.23678
H -1.15238 3.11777 3.64677
H -0.29521 2.20750 1.32508
H -1.34635 3.64373 1.36653
H -0.43185 3.59911 -0.67330
H -0.00717 4.31945 -2.98378
H -1.15694 3.19776 -4.87449
H -2.73907 1.34163 -4.42085
H -3.24301 0.69155 -2.09101
H -3.01366 4.60616 -0.07775
H -5.02629 5.98499 0.23709
H -7.12543 4.96560 1.07654
H -7.19464 2.54563 1.59120
H -5.15256 1.16750 1.32855
H -1.60657 0.70399 4.51885
H -0.02622 1.11589 3.86081
H -3.23891 -1.21719 0.57268
H -5.52541 -2.10061 0.86720
H -6.41052 -2.52073 3.14426
H -4.93482 -2.18501 5.10971
H -2.64841 -1.34148 4.81008
H 0.28097 -0.55838 5.17323
H 1.30651 -2.43158 6.36195
H 1.38988 -4.68504 5.33001
H 0.44798 -5.01654 3.05194
H -0.60328 -3.15472 1.87095
Cl 1.41695 4.68892 2.05514
C 2.34306 4.27227 0.57070
Cl 1.56931 5.00152 -0.84378
C 2.49032 2.74668 0.53977
O 3.52527 2.34618 1.01814
O 1.48136 2.03789 0.06351
H 3.32327 4.70600 0.67450


2.
Below is a structure of composition C59H50BrCsFGeNO3P3SbSe4, with properties calculated with wB97M-V/def2-TZVPD.

**ΔE to the lowest compared entry with this formula, charge and spin**: 26.0 kcal per mole
**E_tot**: -495246.459 eV
**Strongest force on any atom**: 1.07 eV Å⁻¹
**Spin multiplicity**: 1
**Charge**: -2

Cartesian coordinates (Å):
Cs 0.51517 -2.41793 0.09521
F -0.25486 0.71211 0.22022
Ge -1.10548 2.01470 -0.62537
C -1.52175 1.84362 -2.56275
C -1.86180 3.02396 -3.22195
C -2.33203 3.00130 -4.52543
C -2.44298 1.79213 -5.19864
C -2.08447 0.61619 -4.56121
C -1.64454 0.62378 -3.23931
P -1.24465 -0.94151 -2.35285
C -2.89892 -1.72172 -2.26478
C -4.10050 -1.02164 -2.35117
C -5.31123 -1.69272 -2.23082
C -5.33561 -3.06260 -2.01351
C -4.14167 -3.76167 -1.88303
C -2.93270 -3.09475 -1.99575
C -0.44548 -1.94884 -3.65774
C -1.11956 -2.80936 -4.52203
C -0.40333 -3.61583 -5.39277
C 0.98292 -3.57596 -5.41062
C 1.66108 -2.70057 -4.57729
C 0.94691 -1.89480 -3.70831
C -0.12565 3.69944 -0.19523
C -0.88886 4.85759 -0.36555
C -0.33221 6.12264 -0.29920
C 1.02517 6.25307 -0.07575
C 1.79451 5.12080 0.13308
C 1.24558 3.83514 0.11424
P 2.31975 2.37699 0.53427
C 2.53694 2.60097 2.36178
C 2.61857 3.81310 3.04492
C 2.87657 3.83996 4.40704
C 3.07256 2.65663 5.10584
C 3.00302 1.44568 4.43649
C 2.72091 1.41940 3.07845
C 3.96127 2.97143 -0.03215
C 5.10576 2.67952 0.70633
C 6.36363 2.98073 0.20570
C 6.49751 3.57602 -1.03924
C 5.36510 3.85658 -1.78950
C 4.10879 3.54502 -1.29591
C -2.88765 1.97539 0.25350
C -3.74173 3.02413 -0.09460
C -4.98579 3.18602 0.48938
C -5.40419 2.27602 1.44723
C -4.59192 1.20354 1.77263
C -3.33679 1.02497 1.18416
P -2.35584 -0.49820 1.56069
C -3.69497 -1.57842 2.22654
C -4.06003 -1.71823 3.56514
C -5.10173 -2.56095 3.92433
C -5.79659 -3.27195 2.95594
C -5.43681 -3.14400 1.62221
C -4.39064 -2.30942 1.26456
C -1.55340 -0.00095 3.13415
C -1.52927 1.30766 3.60901
C -0.96570 1.59773 4.84355
C -0.41772 0.58513 5.61460
C -0.39759 -0.71598 5.13042
C -0.94840 -1.00551 3.89324
H -1.74057 3.98016 -2.72320
H -2.61296 3.92548 -5.01602
H -2.81641 1.76978 -6.21509
H -2.15443 -0.32905 -5.08594
H -4.09484 0.05071 -2.50799
H -6.24114 -1.14194 -2.31022
H -6.28230 -3.58409 -1.93513
H -4.13783 -4.82653 -1.68630
H -2.00341 -3.64949 -1.88247
H -2.19897 -2.88435 -4.49050
H -0.93288 -4.31198 -6.03177
H 1.54119 -4.25265 -6.04371
H 2.74172 -2.69995 -4.55453
H 1.48730 -1.24469 -3.02639
H -1.95298 4.77757 -0.55033
H -0.95619 6.99706 -0.44004
H 1.48667 7.23325 -0.06043
H 2.85735 5.23590 0.29506
H 2.48561 4.74793 2.51988
H 2.94224 4.79079 4.92358
H 3.27735 2.68231 6.16976
H 3.16617 0.51873 4.97008
H 2.66616 0.47287 2.55083
H 5.01351 2.19773 1.67159
H 7.24395 2.74052 0.78886
H 7.48123 3.81041 -1.42647
H 5.46346 4.31558 -2.76622
H 3.22751 3.74707 -1.89406
H -3.43965 3.73161 -0.85920
H -5.62006 4.01491 0.19984
H -6.36697 2.39212 1.92972
H -4.94777 0.48342 2.49555
H -3.53243 -1.16620 4.33213
H -5.37348 -2.66704 4.96790
H -6.60651 -3.93143 3.24209
H -5.95957 -3.70904 0.86043
H -4.09926 -2.22476 0.22408
H -1.95911 2.10399 3.01431
H -0.95403 2.61996 5.20192
H 0.01688 0.81500 6.57976
H 0.04858 -1.50819 5.71928
H -0.93364 -2.02570 3.52202
O 6.43462 -4.77633 0.06187
C 5.65575 -3.70431 0.23611
C 4.87033 -3.54216 1.37629
C 3.98804 -2.49041 1.41957
N 3.84625 -1.60243 0.43002
C 4.64810 -1.75030 -0.60352
Br 4.39398 -0.48946 -2.01469
C 5.59147 -2.73762 -0.76436
H 5.93082 -5.55372 0.39435
H 4.89901 -4.27609 2.16582
H 3.33026 -2.35237 2.27295
H 6.16125 -2.85913 -1.67046
O 0.66264 -5.21153 2.12521
H 1.54137 -5.63455 2.05593
H 0.23825 -5.50297 1.29681
O 1.36530 1.47999 -2.28608
H 2.03928 1.36693 -2.96710
H 1.34565 0.63132 -1.82023
Se 2.41897 -8.52210 -2.66538
Sb 2.67511 -6.32320 -1.59970
Se 0.41734 -5.19045 -1.36630
Se 4.07568 -4.78057 -2.92582
Se 3.64439 -6.57189 0.72367